Version A
# C3H13N5

A 2-piece molecular cluster, C3H13N5 overall (ωB97M-V/def2-TZVPD, the Open Molecules 2025 dataset).

Molar mass: 119.172 g/mol
HOMO energy (alpha / beta): -6.16 / -6.16 eV
HOMO-LUMO gap (alpha / beta): 6.940 / 6.941 eV

```
! RIJCOSX wB97M-V def2-TZVPD def2/J DEFGRID3
* xyz 0 1
C 1.503 0.237 0.818
C -0.957 -0.691 -0.819
C -0.565 1.347 1.452
N 0.577 0.578 1.698
N 1.835 1.037 -0.269
N 2.045 -1.048 0.832
N -1.181 0.034 -2.069
N -1.924 -1.749 -0.568
H 0.432 -0.124 2.414
H -0.015 -1.239 -0.967
H 1.193 1.732 -0.639
H 2.693 1.565 -0.164
H 2.440 -1.348 -0.051
H 1.377 -1.739 1.180
H -0.299 0.381 -2.437
H -1.816 0.817 -1.950
H -2.851 -1.339 -0.510
H -1.962 -2.380 -1.365
H -0.355 2.283 0.949
H -1.115 1.535 2.366
H -1.055 0.112 0.098
*
```

***

Version B
# C3H13N5

C3H13N5 as an isolated structure (ωB97M-V/def2-TZVPD, the Open Molecules 2025 dataset).

Molar mass: 119.172 g/mol
HOMO energy: -7.50 eV
HOMO-LUMO gap: 8.520 eV

```
! RIJCOSX wB97M-V def2-TZVPD def2/J DEFGRID3
* xyz 0 1
C -0.620 1.627 1.487
N 0.097 0.452 1.042
N 0.681 -0.320 2.101
H 0.900 0.451 0.028
H 1.428 0.223 2.536
H 0.005 -0.497 2.849
H -1.230 1.998 0.658
H 0.067 2.420 1.809
H -1.295 1.410 2.329
C -0.600 -2.012 -0.517
N 1.022 -0.219 -1.225
C -0.391 -0.616 -1.045
N 1.291 0.884 -2.074
N -1.265 0.084 -1.689
H 1.703 -0.970 -1.152
H 0.678 0.848 -2.895
H 1.760 1.617 -1.550
H -2.194 -0.324 -1.595
H 0.292 -2.406 -0.029
H -1.373 -1.989 0.255
H -0.958 -2.662 -1.321
*
```

***

Most stable: version A. Least stable: version B.

***

Version A
# C2N2

One molecule with the formula C2N2 (ωB97M-V/def2-TZVPD, the Open Molecules 2025 dataset).

Molar mass: 52.036 g/mol
Structure (SMILES): N#CC#N
HOMO energy: -12.45 eV
HOMO-LUMO gap: 11.594 eV

```
! RIJCOSX wB97M-V def2-TZVPD def2/J DEFGRID3
* xyz 0 1
C 0.643 -0.045 0.097
C -0.646 0.138 0.008
N 1.816 -0.012 -0.058
N -1.813 -0.068 -0.032
*
```

***

Version B
# C2N2

One molecule with the formula C2N2 (ωB97M-V/def2-TZVPD, the Open Molecules 2025 dataset).

Molar mass: 52.036 g/mol
Structure (SMILES): N#CC#N
HOMO energy: -12.81 eV
HOMO-LUMO gap: 12.429 eV

```
! RIJCOSX wB97M-V def2-TZVPD def2/J DEFGRID3
* xyz 0 1
N 0.899 1.449 0.826
N -0.910 -1.449 -0.801
C 0.357 0.559 0.273
C -0.345 -0.558 -0.299
*
```

***

Most stable: version B. Least stable: version A.

***

Version A
# C5H10N2Si

A 2-piece molecular cluster, C5H10N2Si overall (ωB97M-V/def2-TZVPD, the Open Molecules 2025 dataset).

Molar mass: 126.235 g/mol
HOMO energy: -8.78 eV
HOMO-LUMO gap: 7.897 eV

```
! RIJCOSX wB97M-V def2-TZVPD def2/J DEFGRID3
* xyz 0 1
C -2.891 -1.179 0.606
C -1.899 -0.503 1.268
C -2.065 0.343 -0.689
C 3.070 -1.050 0.031
C 0.625 1.790 -0.721
N -2.979 -0.581 -0.606
N -1.358 0.471 0.471
Si -0.023 1.544 1.091
H -3.484 -1.941 0.945
H -1.568 -0.808 2.292
H -2.036 0.962 -1.654
H 2.884 -1.815 -0.704
H 3.018 -1.659 0.985
H 2.194 -0.308 0.075
H 0.603 0.843 -1.259
H 0.137 2.526 -1.162
H 1.696 2.134 -0.750
H 4.076 -0.769 -0.219
*
```

***

Version B
# C5H10N2Si

One molecule with the formula C5H10N2Si (ωB97M-V/def2-TZVPD, the Open Molecules 2025 dataset).

Molar mass: 126.235 g/mol
Structure (SMILES): C[SiH](C)c1ncc[nH]1
HOMO energy: -8.49 eV
HOMO-LUMO gap: 9.237 eV

```
! RIJCOSX wB97M-V def2-TZVPD def2/J DEFGRID3
* xyz 0 1
C 2.703 0.722 0.814
C 2.782 -0.132 -0.274
C 0.714 0.404 0.161
C -2.104 0.748 1.242
C -1.556 -1.324 -1.038
N 1.439 1.068 1.050
N 1.543 -0.423 -0.617
Si -1.048 0.287 -0.337
H 3.462 1.319 1.342
H 3.669 -0.659 -0.549
H -3.177 0.849 0.951
H -1.890 0.037 2.108
H -1.808 1.777 1.566
H -1.599 -2.102 -0.296
H -2.508 -1.390 -1.574
H -0.755 -1.459 -1.780
H 1.171 -0.988 -1.351
H -1.038 1.265 -1.417
*
```

***

Most stable: version B. Least stable: version A.

***

Version A
# C6H38O14

A 14-piece molecular cluster, C6H38O14 overall (ωB97M-V/def2-TZVPD, the Open Molecules 2025 dataset).

Molar mass: 334.356 g/mol
HOMO energy: -9.00 eV
HOMO-LUMO gap: 9.273 eV

```
! RIJCOSX wB97M-V def2-TZVPD def2/J DEFGRID3
* xyz 0 1
C 2.588 1.615 -1.081
O 2.810 2.831 -0.375
C 1.110 1.379 -1.193
C 0.452 0.711 0.065
C 0.344 1.502 1.364
C 0.573 2.797 1.520
C -0.113 0.647 2.490
H 2.934 1.867 -2.139
H 3.160 0.749 -0.717
H 3.058 2.632 0.584
H 0.844 0.791 -2.118
H 0.686 2.405 -1.215
H 1.049 -0.158 0.304
H -0.555 0.291 -0.211
H 0.845 3.538 0.739
H 0.294 3.413 2.344
H 0.332 -0.294 2.722
H -0.081 1.250 3.417
H -1.217 0.451 2.277
H 2.139 -2.203 -3.555
H 2.067 -3.077 -2.143
O 1.879 -3.003 -3.104
H 1.330 -2.626 -0.212
H 2.723 -3.072 0.210
O 2.217 -2.749 -0.552
H -3.010 1.157 -1.995
H -2.848 1.942 -0.763
O -3.295 1.099 -1.027
H -2.667 1.950 2.459
H -3.926 1.034 2.196
O -2.993 1.046 2.424
H -1.147 -3.325 -2.680
H 0.367 -2.779 -2.719
O -0.584 -2.631 -2.380
H -2.018 4.145 -1.172
H -1.181 3.525 0.046
O -2.023 3.770 -0.298
H -0.593 -3.400 1.875
H -1.277 -3.046 3.215
O -0.562 -3.544 2.843
H -1.394 -2.072 0.526
H -0.581 -2.697 -0.687
O -0.655 -2.696 0.308
H 0.361 4.733 -1.446
H 0.557 4.316 -2.897
O -0.118 4.530 -2.247
H -2.629 -0.396 1.431
H -2.817 -0.170 -0.001
O -2.569 -0.887 0.614
H 1.335 -3.499 2.861
H 2.399 -4.329 2.308
O 2.269 -3.396 2.602
H 3.127 -1.130 1.932
H 1.766 -1.705 2.028
O 2.233 -0.833 2.083
H -1.849 -0.682 -2.796
H -2.648 -0.025 -4.086
O -2.163 0.074 -3.266
*
```

***

Version B
# C6H38O14

A 14-piece molecular cluster, C6H38O14 overall (ωB97M-V/def2-TZVPD, the Open Molecules 2025 dataset).

Molar mass: 334.356 g/mol
HOMO energy: -10.23 eV
HOMO-LUMO gap: 10.286 eV

```
! RIJCOSX wB97M-V def2-TZVPD def2/J DEFGRID3
* xyz 0 1
O -1.408 -2.065 0.010
C -0.373 -1.502 -0.180
C 0.134 -0.294 0.523
C 1.556 0.245 0.271
C 1.767 0.754 -1.130
C 3.420 0.933 -1.363
C 1.146 2.169 -1.269
H 0.282 -1.777 -1.034
H 0.294 -0.586 1.714
H -0.678 0.382 0.517
H 1.649 1.096 1.027
H 2.417 -0.326 0.654
H 1.412 0.121 -1.933
H 3.922 1.107 -0.364
H 3.429 1.875 -2.010
H 3.859 0.018 -1.938
H 0.321 2.407 -0.575
H 1.985 2.795 -1.152
H 0.779 2.328 -2.333
H -3.214 3.166 -1.025
H -4.029 1.937 -1.249
O -3.739 2.486 -0.552
H -1.436 2.922 0.725
H -1.583 4.438 0.878
O -1.243 3.783 0.378
H -0.139 -1.346 -3.756
H -0.034 0.105 -4.168
O -0.667 -0.585 -3.796
H -2.037 0.548 -2.993
H -3.173 1.037 -3.950
O -2.904 0.991 -3.017
H 2.894 -3.466 1.640
H 1.630 -4.352 1.571
O 2.393 -4.129 1.088
H 2.107 -1.287 3.182
H 0.840 -2.086 2.687
O 1.798 -2.095 2.764
H 2.124 1.237 4.398
H 1.608 2.105 3.188
O 1.953 1.247 3.494
H -3.036 -2.427 1.176
H -2.044 -3.356 1.863
O -2.991 -3.164 1.865
H -1.768 1.676 2.823
H -1.601 3.013 3.730
O -1.365 2.539 2.950
H -2.452 0.077 1.341
H -3.521 1.219 1.091
O -2.870 0.752 1.636
H 2.436 -4.219 -1.302
H 0.930 -4.642 -1.451
O 1.728 -4.500 -1.970
H 0.900 -3.486 -3.600
H 2.180 -2.463 -3.465
O 1.293 -2.567 -3.768
H 0.720 4.353 2.076
H 0.603 4.454 0.709
O 1.213 4.504 1.444
*
```

***

Most stable: version A. Least stable: version B.

***

Version A
# C2H10O2S2

A 3-piece molecular cluster, C2H10O2S2 overall (ωB97M-V/def2-TZVPD, the Open Molecules 2025 dataset).

Molar mass: 130.234 g/mol
Structure (SMILES): CSSC.O.O
HOMO energy: -7.64 eV
HOMO-LUMO gap: 8.117 eV

```
! RIJCOSX wB97M-V def2-TZVPD def2/J DEFGRID3
* xyz 0 1
C -1.051 -1.790 -1.661
S -0.524 -3.227 -0.693
S -1.777 -3.674 0.830
C -2.952 -2.274 0.880
H -2.120 -1.640 -1.707
H -0.584 -0.851 -1.418
H -0.573 -1.962 -2.513
H -3.918 -2.629 0.515
H -3.031 -1.870 1.945
H -2.612 -1.216 0.379
H 3.968 5.625 -0.440
H 4.133 4.385 0.530
O 3.543 5.026 0.201
H 2.378 1.828 1.733
H 2.220 2.210 0.392
O 2.899 2.058 1.027
*
```

***

Version B
# C2H10O2S2

A 3-piece molecular cluster, C2H10O2S2 overall (ωB97M-V/def2-TZVPD, the Open Molecules 2025 dataset).

Molar mass: 130.234 g/mol
Structure (SMILES): CSSC.O.O
HOMO energy: -7.96 eV
HOMO-LUMO gap: 8.550 eV

```
! RIJCOSX wB97M-V def2-TZVPD def2/J DEFGRID3
* xyz 0 1
C 0.881 -2.030 -0.901
S -0.080 -0.858 0.072
S -0.175 1.074 -0.731
C 0.034 2.091 0.897
H 1.489 -1.397 -1.533
H 1.588 -2.435 -0.077
H 0.175 -2.703 -1.389
H 0.337 1.480 1.784
H 1.083 2.576 0.697
H -0.715 2.877 1.119
H -5.679 3.796 1.488
H -5.252 3.921 3.017
O -5.178 4.312 2.046
H 4.609 -4.920 -1.949
H 4.720 -3.740 -0.994
O 4.706 -4.721 -0.995
*
```

***

Most stable: version B. Least stable: version A.

***

Version A
# C4H8ClNOS

One molecule with the formula C4H8ClNOS (ωB97M-V/def2-TZVPD, the Open Molecules 2025 dataset).

Molar mass: 153.634 g/mol
Structure (SMILES): C[C@](C=O)(CS)NCl
HOMO energy: -9.03 eV
HOMO-LUMO gap: 9.506 eV

```
! RIJCOSX wB97M-V def2-TZVPD def2/J DEFGRID3
* xyz 0 1
C 0.696 -1.300 -0.999
C -0.028 -0.434 1.288
C 0.156 1.252 -0.497
C -0.263 -0.175 -0.185
N -1.591 -0.332 -0.657
O 0.544 -2.453 -1.044
S 1.944 1.345 -0.196
Cl -2.788 0.947 -0.435
H 1.598 -0.813 -1.452
H -0.416 -1.405 1.537
H -0.432 0.387 1.742
H 0.993 -0.459 1.346
H -0.286 1.839 0.182
H -0.083 1.364 -1.532
H -1.948 -1.242 -0.254
H 1.907 1.479 1.155
*
```

***

Version B
# C4H8ClNOS

One molecule with the formula C4H8ClNOS (ωB97M-V/def2-TZVPD, the Open Molecules 2025 dataset).

Molar mass: 153.634 g/mol
Structure (SMILES): C[C@@H](Cl)C(=S)N(C)O
HOMO energy: -8.49 eV
HOMO-LUMO gap: 8.817 eV

```
! RIJCOSX wB97M-V def2-TZVPD def2/J DEFGRID3
* xyz 0 1
C -2.256 1.044 0.643
C -1.294 -0.086 0.189
C 0.113 0.357 -0.198
C 2.477 -0.272 -0.596
H -3.216 0.586 0.881
H -2.368 1.748 -0.192
H -1.754 1.613 1.437
H -1.238 -0.884 0.918
H 3.140 -1.048 -0.250
H 2.437 -0.220 -1.700
H 2.829 0.666 -0.170
H 0.913 -2.025 1.038
N 1.110 -0.526 -0.046
O 0.761 -1.837 0.094
S 0.339 1.874 -0.821
Cl -1.994 -0.990 -1.227
*
```

***

Most stable: version B. Least stable: version A.